The following is a quantum chemistry calculation of a structure of composition C21H18F6IN6O4RhS5Se, from the OMol25 dataset.

Values from the calculation:
relative energy (zero: lowest compared OMol25 entry of this formula, charge and spin) = 0.0 kcal/mol
max |F| = 0.01450 Eh/bohr
orbital gap = 6.986 eV
multiplicity = 1
LUMO level = -1.47 eV
DFT total energy = -6840.364197 Ha

Each line ends with the natural charge from an NBO analysis.
Element x y z (Å)
Rh  -0.110  -0.179  -1.319  0.592
F  -2.628  0.346  2.971  -0.308
C  -1.482  -0.272  3.222  0.735
F  -1.621  -1.014  4.313  -0.298
F  -0.526  0.629  3.425  -0.305
S  -0.991  -1.344  1.807  2.283
O  -0.918  -0.410  0.694  -0.991
O  0.243  -1.941  2.210  -0.915
N  -2.171  -2.356  1.771  -1.234
S  -3.198  -2.715  0.628  2.279
O  -2.677  -2.515  -0.709  -0.989
O  -3.841  -3.944  0.938  -0.890
C  -4.511  -1.427  0.783  0.715
F  -5.497  -1.684  -0.069  -0.302
F  -4.998  -1.391  2.015  -0.299
F  -4.004  -0.219  0.481  -0.334
Se  -0.012  2.225  -1.265  0.112
C  -0.353  2.666  0.573  -0.247
C  -1.647  2.726  1.085  -0.217
C  -1.873  3.195  2.368  -0.194
C  -0.808  3.602  3.159  -0.199
C  0.484  3.538  2.663  -0.226
C  0.711  3.075  1.374  -0.164
H  -2.486  2.418  0.473  0.206
H  -2.883  3.242  2.753  0.220
H  -0.986  3.970  4.162  0.218
H  1.319  3.854  3.275  0.217
H  1.721  3.058  0.983  0.197
I  0.674  -3.138  -1.011  0.312
C  2.093  -1.791  -0.326  0.117
C  3.302  -2.217  0.187  -0.282
C  4.230  -1.256  0.553  -0.104
C  3.903  0.084  0.408  -0.247
C  2.665  0.417  -0.098  0.059
N  1.767  -0.509  -0.466  -0.504
H  3.509  -3.273  0.279  0.247
H  5.201  -1.550  0.928  0.241
H  4.605  0.867  0.656  0.246
H  2.359  1.442  -0.260  0.238
S  6.276  -0.458  -2.240  -0.155
C  4.772  0.047  -2.694  -0.132
S  3.501  -1.039  -3.189  0.443
C  2.367  0.275  -3.224  -0.139
N  2.890  1.417  -2.967  -0.253
N  4.225  1.302  -2.679  -0.284
C  4.851  2.503  -2.212  0.206
C  6.165  2.801  -2.547  -0.227
C  6.726  3.981  -2.083  -0.199
C  5.986  4.856  -1.303  -0.209
C  4.666  4.557  -0.995  -0.195
C  4.090  3.382  -1.449  -0.247
S  0.638  0.052  -3.466  -0.050
H  6.737  2.122  -3.158  0.243
H  7.750  4.217  -2.341  0.220
H  6.432  5.776  -0.946  0.218
H  4.076  5.246  -0.404  0.218
H  3.048  3.160  -1.253  0.235
N  -2.957  0.898  -2.192  -0.633
N  -2.014  -0.197  -2.172  -0.588
H  -2.452  1.686  -2.589  0.368
H  -3.100  1.153  -1.219  0.356
H  -1.954  -0.509  -3.138  0.388
H  -2.483  -0.966  -1.681  0.431

Forces on atoms 1 to 2 (eV/Å):
Rh 0.0507 -0.2416 0.1919
F -0.1659 0.0373 -0.0222

---

The following is a quantum chemistry calculation of an isolated molecule of C4H10O2 in a non-equilibrium geometry, from the OMol25 dataset.

Values from the calculation:
relative energy (zero: lowest compared OMol25 entry of this formula, charge and spin) = 28.0 kcal/mol
max |F| = 0.03496 Eh/bohr
orbital gap = 10.943 eV
SMILES = CC[C@@H](O)CO
multiplicity = 1
LUMO level = 0.97 eV
DFT total energy = -308.853608 Ha

Each line ends with the natural charge from an NBO analysis.
Element x y z (Å)
C  -1.786  -0.542  0.029  -0.610
C  -0.322  -1.000  -0.148  -0.422
C  0.829  -0.180  0.410  0.080
O  2.110  -0.765  0.131  -0.714
C  0.884  1.203  -0.284  -0.089
O  -0.227  2.100  0.025  -0.714
H  -1.918  0.450  -0.349  0.229
H  -2.029  -0.477  1.103  0.197
H  -2.420  -1.275  -0.457  0.213
H  -0.165  -1.088  -1.255  0.187
H  -0.243  -1.988  0.348  0.211
H  0.699  -0.007  1.528  0.165
H  2.106  -1.097  -0.815  0.468
H  0.964  0.988  -1.330  0.168
H  1.766  1.704  0.061  0.174
H  -0.247  1.972  1.003  0.456

Forces on atoms 1 to 2 (eV/Å):
C 1.0584 -0.0431 1.0703
C -0.2016 -0.9912 -0.1912

---

The following is a quantum chemistry calculation of a structure of composition C26H23BrMnN6O2S, from the OMol25 dataset.

Values from the calculation:
relative energy (zero: lowest compared OMol25 entry of this formula, charge and spin) = 0.0 kcal/mol
max |F| = 0.00688 Eh/bohr
orbital gap (spin up / spin down) = 6.756 / 6.382 eV
multiplicity = 2
LUMO level (spin up / spin down) = -0.45 / -0.48 eV
⟨S²⟩ = 0.912
DFT total energy = -5606.837792 Ha

Each line ends with the Mulliken spin population.
Element x y z (Å)
Mn  0.704  0.366  -0.076  1.071
Br  2.159  -3.083  -6.493  0.000
C  1.466  -2.145  -5.000  0.005
C  0.091  -1.864  -4.934  -0.005
C  -0.422  -1.192  -3.863  0.004
C  0.385  -0.752  -2.765  -0.001
O  -0.198  -0.151  -1.792  -0.013
C  1.783  -1.032  -2.870  0.007
C  2.764  -0.611  -1.913  -0.010
N  2.508  -0.016  -0.796  -0.011
C  3.555  0.461  0.021  0.007
C  4.856  0.675  -0.354  -0.001
C  5.802  1.137  0.590  -0.001
C  5.447  1.386  1.883  0.003
C  4.101  1.213  2.289  -0.004
C  3.638  1.466  3.603  0.001
C  2.321  1.285  3.899  0.000
C  1.439  0.883  2.870  0.001
N  1.834  0.655  1.645  -0.015
C  3.159  0.780  1.347  0.004
C  2.286  -1.727  -3.994  -0.007
H  -0.554  -2.177  -5.744  0.000
H  -1.476  -0.950  -3.814  0.000
H  3.798  -0.823  -2.184  -0.001
H  5.177  0.513  -1.373  0.001
H  6.822  1.294  0.264  0.000
H  6.174  1.733  2.606  0.000
H  4.341  1.802  4.356  0.000
H  1.929  1.464  4.890  0.000
H  0.380  0.771  3.070  -0.002
H  3.349  -1.927  -4.047  0.000
N  -0.221  -1.502  0.707  0.003
C  -1.232  -1.912  0.324  -0.005
N  -2.417  -2.284  -0.096  0.001
C  -3.121  -1.467  -1.094  -0.002
C  -4.591  -1.463  -0.726  0.001
O  -5.088  -2.789  -0.629  0.000
C  -4.425  -3.523  0.381  0.000
C  -2.936  -3.636  0.091  0.000
H  -2.984  -1.921  -2.081  0.001
H  -2.679  -0.472  -1.113  0.000
H  -5.178  -0.964  -1.495  0.000
H  -4.739  -0.940  0.228  0.000
H  -4.882  -4.511  0.404  0.000
H  -4.574  -3.039  1.356  0.000
H  -2.774  -4.222  -0.819  0.000
H  -2.410  -4.111  0.917  0.001
C  -2.710  4.717  2.521  0.000
C  -2.104  3.498  1.891  -0.001
C  -2.619  2.220  2.135  -0.003
C  -1.978  1.168  1.513  0.001
N  -0.944  1.362  0.705  -0.011
C  -0.504  2.634  0.512  0.011
S  0.867  2.706  -0.507  -0.027
N  -1.059  3.702  1.101  -0.002
H  -3.489  4.462  3.237  0.000
H  -3.137  5.353  1.745  0.000
H  -1.932  5.294  3.019  0.000
H  -3.469  2.066  2.783  0.000
H  -2.292  0.140  1.663  0.001

Forces on atoms 1 to 2 (eV/Å):
Mn 0.0256 0.1232 -0.0992
Br 0.0276 -0.0249 -0.0359

---

The following is a quantum chemistry calculation of a structure of composition C19H14F3N5O6S3V in a non-equilibrium geometry, from the OMol25 dataset.

Values from the calculation:
relative energy (zero: lowest compared OMol25 entry of this formula, charge and spin) = 32.6 kcal/mol
total charge = -2
max |F| = 0.08395 Eh/bohr
orbital gap (spin up / spin down) = 4.896 / 6.701 eV
multiplicity = 4
LUMO level (spin up / spin down) = 4.43 / 4.43 eV
⟨S²⟩ = 3.771
DFT total energy = -3896.073290 Ha

Each line ends with the Mulliken spin population.
Element x y z (Å)
V  -1.251  -0.963  15.495  2.227
C  -5.581  -1.961  15.191  -0.010
C  -4.237  -1.535  15.632  0.000
N  -3.346  -1.172  14.807  0.081
N  -3.657  -0.981  13.497  0.018
C  -4.127  0.201  13.067  0.005
N  -3.806  0.537  11.841  0.001
S  -5.154  1.205  13.968  0.001
C  -3.807  -1.778  17.002  0.287
C  -4.647  -2.265  18.053  -0.010
C  -3.998  -2.613  19.195  0.079
C  -2.615  -2.706  19.222  0.082
C  -1.866  -2.079  18.201  -0.002
N  -2.427  -1.510  17.198  0.157
H  -5.608  -2.049  14.095  0.002
H  -6.456  -1.304  15.322  0.007
H  -5.887  -2.983  15.722  0.005
H  -2.905  -1.320  12.899  0.005
H  -2.923  0.190  11.593  0.001
H  -3.965  1.536  11.526  0.000
H  -5.714  -2.387  17.983  0.018
H  -4.524  -3.079  19.979  0.010
H  -2.216  -2.980  20.185  0.004
H  -0.816  -1.946  18.387  0.017
S  -0.171  0.957  18.414  0.016
C  0.854  0.129  17.365  0.016
N  0.637  -0.757  16.432  -0.015
C  1.788  -1.300  15.850  0.025
C  1.873  -2.285  14.881  0.005
C  3.097  -2.780  14.495  0.001
C  4.269  -2.185  15.051  0.000
C  4.267  -1.205  15.947  0.001
C  2.961  -0.775  16.372  0.004
S  2.650  0.380  17.631  -0.001
H  0.882  -2.735  14.675  -0.009
H  3.183  -3.551  13.730  0.000
H  5.228  -2.520  14.666  0.000
H  5.182  -0.787  16.328  0.000
O  -0.728  0.017  11.651  0.006
C  -0.744  -0.019  12.873  -0.008
O  -0.425  -0.983  13.637  -0.004
C  -1.310  1.252  13.784  0.007
O  -1.646  2.310  13.249  0.011
O  -1.425  0.942  15.010  -0.033
F  -1.365  -6.293  15.210  0.000
C  -1.023  -5.231  14.419  -0.005
F  -1.140  -5.564  13.101  0.000
F  0.316  -5.096  14.650  0.000
C  -1.797  -3.893  14.708  -0.004
O  -2.991  -3.801  14.372  0.008
O  -1.020  -3.034  15.268  -0.006

Forces on atoms 1 to 2 (eV/Å):
V -1.7332 -0.5202 -0.0070
C -2.1572 -1.9282 0.2682

---

The following is a quantum chemistry calculation of a cluster of 2 separate species, CH8NS2 in total, from the OMol25 dataset.

Values from the calculation:
relative energy (zero: lowest compared OMol25 entry of this formula, charge and spin) = 5.7 kcal/mol
total charge = +1
max |F| = 0.01331 Eh/bohr
orbital gap = 9.821 eV
multiplicity = 1
LUMO level = -3.69 eV
DFT total energy = -893.765338 Ha

Each line ends with the natural charge from an NBO analysis.
Element x y z (Å)
C  1.663  -0.257  0.559  -0.413
N  0.793  -0.979  -0.446  -0.670
H  1.699  0.789  0.282  0.241
H  1.194  -0.375  1.530  0.242
H  2.643  -0.724  0.555  0.239
H  1.242  -1.030  -1.358  0.441
H  -0.091  -0.478  -0.563  0.450
H  0.608  -1.928  -0.134  0.443
S  -2.243  0.392  -0.803  -0.209
S  -2.085  1.419  0.969  -0.099
H  -3.557  0.532  -1.030  0.187
H  -1.865  2.639  0.439  0.148

Forces on atoms 1 to 2 (eV/Å):
C -0.2117 -0.3419 -0.0956
N 0.4702 0.4028 0.2918

---

The following is a quantum chemistry calculation of a structure of composition C9H22ClN4O7S2, from the OMol25 dataset.

Values from the calculation:
relative energy (zero: lowest compared OMol25 entry of this formula, charge and spin) = 0.0 kcal/mol
total charge = -1
max |F| = 0.00673 Eh/bohr
orbital gap = 8.119 eV
multiplicity = 1
LUMO level = 1.87 eV
DFT total energy = -2358.498784 Ha

Each line ends with the natural charge from an NBO analysis.
Element x y z (Å)
O  -0.195  -5.334  -0.644  -0.983
S  -0.807  -4.897  -1.876  2.178
O  -2.230  -4.663  -1.859  -0.986
N  0.066  -3.707  -2.454  -1.234
S  -0.251  -3.152  -3.903  2.246
O  -1.602  -2.727  -4.131  -0.932
O  0.372  -3.933  -4.937  -0.947
Cl  0.853  -1.416  -3.790  -0.265
H  -0.621  -5.906  -2.759  -0.073
C  2.198  3.130  -1.292  -0.717
C  1.523  2.114  -2.184  0.674
O  2.123  1.190  -2.699  -0.617
N  0.180  2.246  -2.386  -0.624
C  -0.708  3.257  -1.862  -0.408
H  3.253  2.888  -1.238  0.242
H  2.096  4.143  -1.679  0.234
H  1.770  3.102  -0.288  0.215
H  -0.210  1.513  -2.961  0.412
H  -1.486  2.811  -1.238  0.194
H  -1.195  3.810  -2.669  0.189
H  -0.150  3.965  -1.257  0.205
C  -5.422  -6.728  2.380  -0.719
C  -4.977  -5.378  2.901  0.671
O  -5.368  -4.956  3.984  -0.661
N  -4.135  -4.666  2.123  -0.604
C  -3.579  -5.015  0.821  -0.420
H  -6.089  -7.167  3.116  0.232
H  -5.948  -6.627  1.430  0.224
H  -4.568  -7.388  2.226  0.226
H  -3.870  -3.780  2.523  0.395
H  -2.491  -5.049  0.856  0.228
H  -3.865  -4.286  0.066  0.220
H  -3.941  -5.989  0.508  0.201
C  4.747  4.407  1.629  -0.725
C  4.022  5.577  1.003  0.679
O  3.808  5.632  -0.194  -0.624
N  3.605  6.574  1.834  -0.620
C  3.763  6.669  3.269  -0.410
H  5.003  3.710  0.837  0.251
H  5.660  4.732  2.130  0.223
H  4.116  3.898  2.359  0.228
H  3.127  7.321  1.355  0.398
H  2.794  6.719  3.767  0.196
H  4.337  7.557  3.542  0.193
H  4.291  5.798  3.643  0.212

Forces on atoms 1 to 2 (eV/Å):
O -0.0796 0.0565 -0.0342
S 0.1967 -0.0438 0.1187

---

The following is a quantum chemistry calculation of a structure of composition C27H29ClN5O2Pd in a non-equilibrium geometry, from the OMol25 dataset.

Values from the calculation:
relative energy (zero: lowest compared OMol25 entry of this formula, charge and spin) = 22.8 kcal/mol
total charge = -1
max |F| = 0.02897 Eh/bohr
orbital gap = 5.629 eV
multiplicity = 1
LUMO level = 2.62 eV
DFT total energy = -2058.630264 Ha

Each line ends with the natural charge from an NBO analysis.
Element x y z (Å)
Pd  -0.919  -0.322  -1.000  0.277
Cl  4.232  4.457  -3.094  -0.076
C  3.002  3.206  -3.082  -0.149
C  3.153  2.081  -3.904  -0.221
C  2.197  1.103  -3.888  -0.291
C  0.996  1.184  -3.097  0.429
O  0.144  0.257  -3.130  -0.724
C  0.889  2.364  -2.256  -0.265
C  -0.196  2.559  -1.345  0.127
N  -1.300  1.884  -1.328  -0.494
C  -2.398  2.287  -0.633  0.167
C  -2.703  3.631  -0.404  -0.290
C  -3.835  4.012  0.319  -0.186
C  -4.705  3.079  0.826  -0.265
C  -4.478  1.710  0.576  -0.097
C  -5.341  0.699  1.053  -0.163
C  -5.083  -0.609  0.748  -0.267
C  -3.974  -0.916  -0.055  0.023
N  -3.132  -0.005  -0.494  -0.451
C  -3.342  1.299  -0.177  0.204
C  1.909  3.332  -2.268  -0.127
H  4.029  1.994  -4.535  0.207
H  2.306  0.221  -4.508  0.204
H  -0.034  3.328  -0.573  0.139
H  -2.043  4.388  -0.806  0.213
H  -4.023  5.067  0.486  0.202
H  -5.570  3.376  1.408  0.199
H  -6.206  0.980  1.643  0.202
H  -5.727  -1.406  1.097  0.209
H  -3.786  -1.937  -0.367  0.198
H  1.807  4.208  -1.637  0.195
N  -0.315  -2.604  -2.425  -0.785
C  0.431  -3.370  -1.558  0.191
C  0.156  -3.378  -0.182  -0.223
C  0.878  -4.175  0.685  -0.218
C  1.891  -5.006  0.217  -0.298
C  2.164  -5.020  -1.144  -0.198
C  1.448  -4.221  -2.020  -0.285
H  0.133  -2.387  -3.302  0.385
H  -0.750  -1.706  -2.028  0.349
H  -0.629  -2.725  0.190  0.207
H  0.656  -4.146  1.747  0.196
H  2.456  -5.632  0.896  0.196
H  2.945  -5.662  -1.533  0.196
H  1.680  -4.225  -3.080  0.198
C  -0.985  -0.007  2.074  -0.424
N  0.401  0.047  2.508  -0.466
C  0.626  0.738  3.761  -0.404
C  1.399  -0.130  1.575  0.801
O  1.210  -0.208  0.375  -0.642
N  2.688  -0.228  2.106  -0.479
C  3.743  -0.251  1.104  -0.405
C  2.918  -1.122  3.229  -0.410
H  -1.545  -0.723  2.684  0.182
H  -1.020  -0.311  1.004  0.227
H  -1.458  0.977  2.161  0.185
H  0.075  1.684  3.763  0.190
H  1.682  0.958  3.892  0.218
H  0.273  0.143  4.609  0.182
H  3.548  0.517  0.360  0.236
H  3.804  -1.215  0.590  0.193
H  4.693  -0.039  1.599  0.183
H  1.973  -1.402  3.692  0.213
H  3.551  -0.645  3.985  0.183
H  3.415  -2.037  2.892  0.193

Forces on atoms 1 to 2 (eV/Å):
Pd -0.5393 0.8192 0.1380
Cl 0.0803 0.0569 -0.0196

---

The following is a quantum chemistry calculation of an isolated molecule of C4H3N3O in a non-equilibrium geometry, from the OMol25 dataset.

Values from the calculation:
relative energy (zero: lowest compared OMol25 entry of this formula, charge and spin) = 73.5 kcal/mol
max |F| = 0.05992 Eh/bohr
orbital gap = 8.466 eV
multiplicity = 1
LUMO level = -1.27 eV
DFT total energy = -393.602258 Ha

Each line ends with the natural charge from an NBO analysis.
Element x y z (Å)
C  3.309  0.048  0.024  0.146
C  2.052  -0.146  -0.378  0.233
C  -0.743  0.094  0.163  0.632
C  -2.186  -0.028  0.182  -0.713
N  4.327  0.412  0.423  -0.182
N  1.079  -0.563  -0.915  0.060
N  -0.143  -0.605  -0.903  -0.382
O  -0.090  0.786  0.885  -0.544
H  -2.478  0.038  -0.902  0.250
H  -2.657  -0.911  0.655  0.257
H  -2.471  0.874  0.766  0.243

Forces on atoms 1 to 2 (eV/Å):
C 1.1852 0.7286 0.3954
C -1.2669 -0.8008 -1.1504